[1]
Entry from OMol25: a single C30H26N2O4S molecule (the ωB97M-V functional and the def2-TZVPD basis).

Results
- F_max (eV/A) = 3.491
- E_tot (eV) = -53534.4078
- energy relative to the best compared isomer or geometry (same formula, charge and spin) (kcal/mol) = 0.0
- Kohn-Sham gap (eV) = 7.0
- HOMO energy (eV) = -7.961
- M (g/mol) = 510.6

Element x y z (Å)
C  -3.70  -3.94  -2.35
C  -2.91  -2.70  -2.09
C  -1.61  -2.58  -2.59
C  -0.84  -1.44  -2.32
C  -1.33  -0.42  -1.49
C  -0.46  0.72  -0.92
C  0.93  0.66  -1.48
C  1.54  1.61  -2.31
C  0.99  2.89  -2.77
N  2.80  1.17  -2.64
C  3.05  -0.06  -2.03
C  4.19  -0.86  -2.07
C  4.15  -2.06  -1.35
C  3.00  -2.44  -0.64
C  1.85  -1.63  -0.61
C  1.88  -0.41  -1.29
C  -0.40  0.74  0.59
C  -1.71  0.84  1.36
C  -2.34  -0.36  1.79
C  -3.61  -0.35  2.36
C  -4.26  0.88  2.56
N  -5.64  0.93  2.92
O  -6.15  2.05  3.16
O  -6.29  -0.14  2.97
C  -3.59  2.09  2.28
C  -2.35  2.06  1.64
S  0.78  2.19  1.38
O  0.17  2.71  2.58
O  1.21  3.12  0.35
C  2.28  1.39  2.02
C  2.41  1.19  3.40
C  3.56  0.57  3.89
C  4.57  0.15  3.02
C  4.45  0.40  1.65
C  3.34  1.11  1.17
C  -2.70  -0.47  -1.17
C  -3.46  -1.61  -1.42
H  -4.70  -3.86  -1.91
H  -3.83  -4.10  -3.43
H  -3.21  -4.83  -1.95
H  -1.18  -3.40  -3.17
H  0.16  -1.39  -2.74
H  -0.93  1.67  -1.25
H  -0.03  2.74  -3.14
H  0.92  3.58  -1.92
H  1.62  3.32  -3.55
H  3.45  1.67  -3.24
H  5.06  -0.54  -2.65
H  5.03  -2.71  -1.34
H  3.00  -3.39  -0.11
H  0.95  -1.95  -0.09
H  0.24  -0.06  0.97
H  -1.83  -1.31  1.61
H  -4.13  -1.27  2.60
H  -4.07  3.03  2.54
H  -1.91  3.02  1.38
H  1.62  1.52  4.07
H  3.66  0.42  4.97
H  5.45  -0.36  3.40
H  5.22  0.08  0.95
H  3.30  1.43  0.13
H  -3.16  0.37  -0.66
H  -4.50  -1.67  -1.05


[2]
Entry from OMol25: 2 unconnected molecules or ions with the total composition C30H27Cl2N2O (the ωB97M-V functional and the def2-TZVPD basis).

Results
- F_max (eV/A) = 1.628
- E_tot (eV) = -61613.0135
- Kohn-Sham gap (eV) = 5.2
- HOMO energy (eV) = -9.809
- M (g/mol) = 502.5
- charge = +1

Element x y z (Å)
Cl  4.88  -4.84  2.10
C  4.13  -3.36  1.67
C  3.44  -2.62  2.64
C  2.73  -1.50  2.27
C  2.65  -1.10  0.91
C  1.78  -0.02  0.52
C  1.58  0.37  -0.80
C  0.98  1.57  -1.15
C  1.05  2.16  -2.45
C  0.39  3.39  -2.71
C  0.46  4.01  -3.96
C  1.19  3.40  -4.99
Cl  1.27  4.14  -6.53
C  1.86  2.18  -4.76
C  1.80  1.58  -3.51
C  3.43  -1.81  -0.04
C  4.16  -2.93  0.33
H  3.46  -2.96  3.68
H  2.21  -0.90  3.02
H  1.46  0.65  1.32
H  1.87  -0.32  -1.60
H  0.48  2.14  -0.37
H  -0.18  3.85  -1.90
H  -0.04  4.95  -4.14
H  2.44  1.74  -5.57
H  2.34  0.65  -3.34
H  3.47  -1.47  -1.08
H  4.73  -3.50  -0.39
C  -5.34  3.28  -0.15
N  -4.23  3.29  0.79
C  -3.95  4.60  1.35
C  -3.38  2.24  0.90
C  -3.30  1.25  -0.11
C  -2.35  0.25  -0.03
N  -1.55  0.10  1.08
C  -0.58  -0.88  1.17
C  -0.50  -1.96  0.23
C  0.05  -3.28  0.71
C  0.70  -4.09  -0.23
C  1.37  -5.24  0.19
C  1.34  -5.62  1.54
C  0.61  -4.86  2.46
C  -0.04  -3.69  2.05
O  -0.75  -1.82  -0.99
C  -1.65  1.03  2.10
C  -2.52  2.09  2.02
H  -5.81  2.29  -0.17
H  -6.07  4.02  0.19
H  -5.02  3.55  -1.17
H  -3.18  4.56  2.12
H  -3.62  5.30  0.56
H  -4.88  5.00  1.77
H  -3.93  1.28  -0.99
H  -2.20  -0.43  -0.85
H  -0.17  -1.00  2.18
H  0.72  -3.78  -1.27
H  1.93  -5.83  -0.54
H  1.87  -6.51  1.86
H  0.56  -5.16  3.51
H  -0.60  -3.08  2.75
H  -0.99  0.86  2.95
H  -2.54  2.80  2.84


[3]
Entry from OMol25: a molecular structure, C30H27Cl3FeN7OSSi (the ωB97M-V functional and the def2-TZVPD basis).

Results
- F_max (eV/A) = 1.344
- E_tot (eV) = -134702.8205
- multiplicity = 5
- Kohn-Sham gap (spin up / spin down) (eV) = 4.9 / 7.4
- HOMO energy (spin up / spin down) (eV) = -2.917 / -5.237
- M (g/mol) = 724.0
- charge = -1

Element x y z (Å)
Fe  -1.23  1.43  -1.54
C  2.08  -1.00  -3.11
C  2.12  -2.06  -2.21
C  1.02  -2.32  -1.44
C  -0.11  -1.50  -1.53
N  -0.10  -0.40  -2.29
C  0.96  -0.20  -3.10
N  -1.23  -1.94  -0.83
C  -2.33  -1.28  -0.80
N  -2.57  0.01  -1.16
C  -3.93  0.22  -1.13
N  -4.62  1.21  -1.53
C  -4.14  2.27  -2.30
C  -5.01  3.36  -2.44
C  -4.66  4.41  -3.26
C  -3.47  4.34  -3.98
C  -2.67  3.23  -3.79
N  -2.97  2.24  -2.95
C  -4.59  -1.00  -0.57
C  -5.92  -1.29  -0.33
C  -6.23  -2.56  0.15
C  -5.22  -3.50  0.36
C  -3.89  -3.19  0.11
C  -3.60  -1.92  -0.35
H  2.90  -0.77  -3.77
H  3.02  -2.67  -2.13
H  0.97  -3.16  -0.76
H  0.90  0.68  -3.73
H  -5.93  3.35  -1.87
H  -5.31  5.28  -3.35
H  -3.16  5.13  -4.65
H  -1.73  3.14  -4.30
H  -6.68  -0.54  -0.51
H  -7.26  -2.83  0.35
H  -5.48  -4.49  0.73
H  -3.10  -3.92  0.25
C  -0.22  -1.20  4.99
C  0.45  0.14  4.67
N  1.60  0.03  3.79
C  2.94  -0.05  4.38
C  3.52  -1.46  4.38
C  1.50  0.09  2.42
S  -0.16  0.08  1.76
N  2.60  0.07  1.73
C  2.74  0.32  0.42
O  1.73  0.76  -0.38
C  4.01  0.19  -0.23
C  4.19  0.64  -1.55
C  5.42  0.53  -2.17
C  6.52  -0.02  -1.50
C  6.35  -0.46  -0.19
C  5.12  -0.36  0.44
H  -1.10  -1.04  5.61
H  0.47  -1.86  5.52
H  -0.53  -1.69  4.07
H  0.80  0.61  5.60
H  -0.27  0.81  4.22
H  2.86  0.32  5.40
H  3.60  0.61  3.82
H  2.85  -2.16  4.89
H  4.48  -1.48  4.88
H  3.65  -1.80  3.35
H  3.35  1.08  -2.07
H  5.54  0.88  -3.19
H  7.48  -0.09  -1.99
H  7.19  -0.88  0.35
H  4.99  -0.72  1.45
Cl  1.04  3.17  1.12
Si  0.31  1.47  0.14
Cl  0.22  2.83  -2.42
Cl  -2.09  2.83  0.07


[4]
Entry from OMol25: a molecular structure, C30H27CrO3Sn (the ωB97M-V functional and the def2-TZVPD basis).

Results
- F_max (eV/A) = 5.609
- E_tot (eV) = -71922.6583
- energy relative to the best compared isomer or geometry (same formula, charge and spin) (kcal/mol) = 4.0
- multiplicity = 2
- Kohn-Sham gap (spin up / spin down) (eV) = 2.8 / 2.6
- HOMO energy (spin up / spin down) (eV) = -11.639 / -11.590
- M (g/mol) = 606.3
- charge = +2

Element x y z (Å)
O  3.13  -5.42  4.97
C  2.28  -5.43  4.17
Cr  0.79  -5.02  3.01
C  1.54  -3.30  3.06
O  1.96  -2.23  3.18
C  -0.01  -4.50  4.65
O  -0.28  -4.06  5.70
C  0.14  -7.02  2.51
C  1.27  -6.71  1.75
C  1.33  -5.53  1.01
C  0.23  -4.62  0.97
C  0.39  -3.26  0.48
C  0.57  -2.10  0.08
C  0.84  -0.83  -0.37
C  2.19  -0.55  -0.79
C  2.62  0.70  -1.31
C  3.94  0.94  -1.67
C  4.93  -0.03  -1.43
C  4.54  -1.28  -0.92
C  3.20  -1.56  -0.67
C  -0.91  -4.97  1.73
C  -0.97  -6.16  2.45
H  0.12  -7.90  3.15
H  2.13  -7.38  1.76
H  2.25  -5.25  0.48
H  0.10  -0.04  -0.29
H  1.87  1.48  -1.42
H  4.22  1.90  -2.11
H  5.99  0.18  -1.64
H  5.30  -2.04  -0.72
H  2.92  -2.56  -0.32
H  -1.74  -4.26  1.74
H  -1.87  -6.40  3.01
C  -3.75  5.76  -0.41
Sn  -3.10  3.78  0.14
C  -1.18  3.81  1.09
C  -4.67  2.65  1.05
C  -2.56  2.55  -1.90
C  -1.56  3.39  -2.59
C  -0.34  2.64  -2.68
C  0.81  3.29  -3.17
C  0.73  4.64  -3.54
C  -0.49  5.35  -3.50
C  -1.64  4.71  -3.05
C  -0.60  1.30  -2.16
C  -1.91  1.25  -1.69
H  -4.72  5.69  -0.92
H  -3.86  6.35  0.51
H  -3.01  6.23  -1.07
H  -0.85  2.77  1.24
H  -0.47  4.34  0.44
H  -1.29  4.33  2.05
H  -4.35  1.61  1.15
H  -4.88  3.07  2.04
H  -5.57  2.71  0.42
H  -3.64  2.68  -2.08
H  1.75  2.73  -3.23
H  1.63  5.16  -3.87
H  -0.53  6.38  -3.84
H  -2.61  5.23  -3.06
H  0.08  0.46  -2.33
H  -2.43  0.41  -1.25